Formula: H6O3
Source: the OMol25 dataset
Level of theory: wB97M-V/def2-TZVPD

Values from the calculation:
ΔE to the lowest compared entry with this formula, charge and spin, eV: 0.445
M, g/mol: 54.0
Structure (SMILES): O.O.O

XYZ file:
```
9
Properties=species:S:1:pos:R:3:mulliken_charge:R:1
H 1.569 0.459 2.584 0.3205
O -0.504 -0.434 -0.460 -0.6786
O -0.076 0.479 -3.153 -0.6384
H 0.397 0.483 3.558 0.3252
H -0.967 0.485 -3.511 0.2973
H -0.216 -0.358 0.455 0.3211
H -0.162 0.099 -2.265 0.3913
O 1.117 -0.073 3.246 -0.6499
H -1.159 -1.139 -0.454 0.3116
```

***

Formula: H6O3
Source: the OMol25 dataset
Level of theory: wB97M-V/def2-TZVPD

Values from the calculation:
ΔE to the lowest compared entry with this formula, charge and spin, eV: 0.769
M, g/mol: 54.0
Structure (SMILES): O.O.O

XYZ file:
```
9
Properties=species:S:1:pos:R:3:mulliken_charge:R:1
O -0.241 2.009 0.465 -0.6697
H -0.993 2.585 0.338 0.3241
H 1.012 -2.052 1.470 0.3117
O -0.199 0.029 -1.632 -0.6150
H 0.307 -2.569 0.160 0.3067
O 0.615 -1.784 0.603 -0.6454
H -0.467 1.183 1.022 0.3341
H 0.005 0.979 -1.567 0.3498
H -0.040 -0.380 -0.859 0.3037
```

***

Please write out number 1 again, unchanged.
Formula: H6O3
Source: the OMol25 dataset
Level of theory: wB97M-V/def2-TZVPD

Values from the calculation:
ΔE to the lowest compared entry with this formula, charge and spin, eV: 0.445
M, g/mol: 54.0
Structure (SMILES): O.O.O

XYZ file:
```
9
Properties=species:S:1:pos:R:3:mulliken_charge:R:1
H 1.569 0.459 2.584 0.3205
O -0.504 -0.434 -0.460 -0.6786
O -0.076 0.479 -3.153 -0.6384
H 0.397 0.483 3.558 0.3252
H -0.967 0.485 -3.511 0.2973
H -0.216 -0.358 0.455 0.3211
H -0.162 0.099 -2.265 0.3913
O 1.117 -0.073 3.246 -0.6499
H -1.159 -1.139 -0.454 0.3116
```

***

Repeat the first record exactly.
Formula: H6O3
Source: the OMol25 dataset
Level of theory: wB97M-V/def2-TZVPD

Values from the calculation:
ΔE to the lowest compared entry with this formula, charge and spin, eV: 0.445
M, g/mol: 54.0
Structure (SMILES): O.O.O

XYZ file:
```
9
Properties=species:S:1:pos:R:3:mulliken_charge:R:1
H 1.569 0.459 2.584 0.3205
O -0.504 -0.434 -0.460 -0.6786
O -0.076 0.479 -3.153 -0.6384
H 0.397 0.483 3.558 0.3252
H -0.967 0.485 -3.511 0.2973
H -0.216 -0.358 0.455 0.3211
H -0.162 0.099 -2.265 0.3913
O 1.117 -0.073 3.246 -0.6499
H -1.159 -1.139 -0.454 0.3116
```